Entry 1:
Below is an isolated molecule of C3H11ClN2Si at a distorted geometry, with properties calculated with wB97M-V/def2-TZVPD.

Properties
Gap between HOMO and LUMO   0.3407 Ha
Largest force on an atom   5.274 eV/A
ΔE to the lowest compared entry with this formula, charge and spin   362.57 kJ/mol
Structure (SMILES)   CN(C)N(C)[SiH2]Cl
Net charge   0

Cartesian coordinates (Å):
C: 0.46836 0.76573 1.30847
C: 1.37670 -1.14322 0.27601
C: -0.41116 0.82372 -1.51138
N: 0.14812 -0.39924 0.60788
N: -0.64243 -0.22806 -0.54237
Si: -2.51253 -0.62868 -0.19868
Cl: -3.63230 0.68021 0.80833
H: -0.47213 1.26735 1.55849
H: 1.05571 0.51850 2.10590
H: 1.17308 1.40227 0.74447
H: 1.08075 -2.11840 -0.10682
H: 1.91140 -0.65433 -0.48107
H: 2.11747 -1.34410 1.13596
H: 0.52718 0.95024 -1.86691
H: -1.12106 0.57160 -2.29430
H: -0.71674 1.89577 -1.25034
H: -2.33550 -1.83047 0.57635
H: -2.97192 -0.41628 -1.47763



Entry 2:
Below is a cluster of 2 separate species, C3H11ClN2Si in total at a distorted geometry, with properties calculated with wB97M-V/def2-TZVPD.

Properties
Gap between HOMO and LUMO (spin up / spin down)   0.2348 / 0.3524 Ha
Largest force on an atom   3.998 eV/A
ΔE to the lowest compared entry with this formula, charge and spin   472.25 kJ/mol
Net charge   0

Cartesian coordinates (Å):
C: -0.97734 1.21067 2.31574
C: 1.64326 0.06808 -2.43876
C: -1.26943 0.74675 0.83058
N: -0.52014 -3.03845 -0.14709
N: 0.75783 0.71727 -1.46953
Si: 0.46225 0.06777 0.13127
Cl: 2.07141 0.18786 1.29340
H: -0.53647 0.36501 2.76683
H: -0.21026 1.94671 2.31476
H: -1.82002 1.69328 2.94556
H: 1.86160 0.83987 -3.13751
H: 2.73851 -0.26061 -2.01459
H: 1.18323 -0.75418 -2.90562
H: -1.52197 1.60830 0.20194
H: -2.17953 0.08069 0.82183
H: -1.52889 -3.08607 -0.10255
H: -0.12483 -3.48461 0.69355
H: -0.02922 1.09167 -2.09982



Entry 3:
Below is a cluster of 2 separate species, C3H11N in total at a distorted geometry, with properties calculated with wB97M-V/def2-TZVPD.

Properties
Gap between HOMO and LUMO   0.3736 Ha
Largest force on an atom   6.885 eV/A
ΔE to the lowest compared entry with this formula, charge and spin   153.14 kJ/mol
Structure (SMILES)   CC.CN
Net charge   0

Cartesian coordinates (Å):
C: -0.43986 4.46048 0.60162
C: -2.06060 4.21013 0.73625
H: -0.08104 4.08448 -0.50593
H: 0.11950 3.88465 1.34666
H: -0.17280 5.57520 0.59981
H: -2.25384 3.30470 1.30541
H: -2.50653 4.98330 1.31725
H: -2.72990 4.09436 -0.19337
C: 1.90989 -5.25216 -0.79313
N: 0.97359 -4.34902 -0.41982
H: 1.63318 -6.06629 -1.46479
H: 2.14378 -5.77152 0.10899
H: 2.70571 -4.81783 -1.34039
H: 0.70865 -3.71050 -1.23956
H: 0.05027 -4.62999 -0.05899



Entry 4:
Below is a structure of composition C3H11N2 at a distorted geometry, with properties calculated with wB97M-V/def2-TZVPD.

Properties
Gap between HOMO and LUMO   0.2339 Ha
Largest force on an atom   1.974 eV/A
ΔE to the lowest compared entry with this formula, charge and spin   477.75 kJ/mol
Net charge   +1

Cartesian coordinates (Å):
C: -1.82084 1.56193 1.06746
C: 0.86778 0.36652 -0.15133
C: 0.76463 -1.11354 -0.09159
N: 1.89697 -1.68295 -0.78065
N: -1.59166 0.72673 -0.12475
H: -1.10504 1.34048 1.85554
H: -2.81395 1.29357 1.43657
H: 1.26861 0.79101 -1.07211
H: 1.26791 0.88039 0.72111
H: -0.13300 -1.47230 -0.60957
H: 0.70306 -1.42506 0.95838
H: 1.93113 -2.68735 -0.83198
H: 2.76900 -1.25937 -0.50768
H: -0.52812 0.65908 -0.26917
H: -1.98560 1.20213 -0.93964
H: -1.74858 2.62623 0.84665